Below is C5H7NO in the gas phase, with properties calculated with ωB97M-V/def2-TZVPD.

```
! wB97M-V def2-TZVPD RIJCOSX def2/J DEFGRID3
* xyz 0 1
C -1.62770 -0.42972 0.21282
C -0.16849 0.76558 -1.07472
C 0.80841 1.38469 -0.18572
O 1.48030 0.61401 0.83916
C 1.47620 -0.72344 0.64665
N 0.67065 -1.40059 -0.05715
C -0.39405 -0.64889 -0.72382
H -1.30146 0.01538 1.16021
H -2.09055 -1.40351 0.41152
H -2.35501 0.23564 -0.26951
H 0.39789 2.26993 0.31541
H 1.56171 1.76082 -0.89776
H 2.28383 -1.20399 1.20084
H -0.74173 -1.23590 -1.57792
*
```

The frontier orbital gap comes out at 0.321 Eh. For the energy above the lowest of the compared OMol25 structures with the same formula, charge and spin, the calculation gives 4.132 eV.